Computed, not measured: a 2-piece molecular cluster, C7H9N overall, with ωB97M-V with the def2-TZVPD basis set.

Geometry as ORCA input:
```
! wB97M-V def2-TZVPD RIJCOSX def2/J DEFGRID3
* xyz 0 1
C -1.0803 0.9971 0.7319
C -0.7908 -0.3357 0.9767
C -1.5220 -1.3633 0.4016
N -2.4750 -1.0746 -0.5498
C -2.7935 0.2724 -0.8033
C -2.2638 1.3433 -0.1411
H -0.4201 1.7626 1.2219
H 0.1194 -0.4716 1.7036
H -1.1429 -2.4236 0.5693
H -3.5995 0.3890 -1.6281
H -2.1452 2.4577 -0.5664
C 4.1178 -0.0206 -0.5339
C 5.2606 0.0780 -0.0202
H 3.1185 0.3256 -0.0568
H 4.1608 -0.3641 -1.6036
H 5.5326 0.4425 0.9805
H 6.1325 -0.4226 -0.4437
*
```

The energy above the lowest of the compared OMol25 structures with the same formula, charge and spin comes out at 74.03 kcal/mol. The frontier orbital gap comes out at 10.4 eV. As for the LUMO energy: 0.547 eV. The SMILES is c1ccncc1.C=C.

***

Computed, not measured: C22H41Cl3N3O5SiSn as an isolated structure, with ωB97M-V with the def2-TZVPD basis set.

Geometry as ORCA input:
```
! wB97M-V def2-TZVPD RIJCOSX def2/J DEFGRID3
* xyz -1 1
C 4.3293 1.0130 2.4863
C 2.9164 1.4133 2.1247
H 5.0180 1.8587 2.3662
H 4.6929 0.1871 1.8697
H 4.3419 0.6831 3.5364
C 2.5165 2.7340 2.1366
C 3.2086 3.7654 2.9230
H 1.6203 3.0348 1.6122
H 4.1221 4.1102 2.4141
H 3.5150 3.4136 3.9243
H 2.5635 4.6427 3.0705
Sn -1.6693 -1.0491 -1.8022
Cl -1.3187 -3.3746 -0.6208
Cl 3.2414 -1.7202 -2.6998
H -2.7399 -3.2335 -5.1803
H -1.0539 -6.2157 -3.0632
C -1.7631 -3.3909 -4.7086
C -0.7221 -5.2277 -3.4085
N -1.9008 -4.4347 -3.7134
H -1.4130 -2.4430 -4.2566
C -2.9792 -4.4564 -2.8933
O -3.8958 -3.6284 -2.9042
H -0.1271 -4.7624 -2.6074
H -2.9300 -5.3009 -2.1741
H -1.0264 -3.7268 -5.4475
H -0.1146 -5.3196 -4.3159
H 1.3460 3.4215 -0.6578
H -0.7917 4.3321 0.9918
C 0.5859 3.6794 -1.4134
C -1.3153 4.3607 0.0233
N -0.7452 3.3843 -0.8951
H 0.7704 3.1197 -2.3325
C -1.4749 2.3365 -1.3292
O -1.0314 1.4577 -2.1037
H -2.3747 4.1186 0.1704
H -2.5057 2.2953 -0.9320
H 0.6594 4.7591 -1.5866
H -1.1917 5.3647 -0.4045
O 2.2943 0.5239 0.8634
C 1.9020 0.2810 2.1935
C -0.3207 1.5748 2.0492
C 0.4762 0.5524 2.5982
H 0.0320 2.0901 1.1514
C -1.5619 1.8937 2.6096
H 2.3219 -0.6475 2.6194
C -0.0847 -0.2590 3.6009
H -2.1392 2.7365 2.2241
C -2.0961 1.0836 3.6132
C -1.3515 0.0042 4.0975
H 0.5164 -1.0832 3.9890
H -3.0934 1.2768 3.9910
H -1.7565 -0.6482 4.8725
Si 3.0735 -0.6202 -0.8513
Cl -1.7755 -0.4479 0.4232
C 2.2172 0.8676 -1.6752
C 2.3668 -2.0965 0.1497
C 4.8506 -0.1403 -0.5203
H 1.1331 0.9349 -1.4910
H 2.3079 0.8338 -2.7814
H 2.7083 1.7993 -1.3464
H 4.9236 0.9417 -0.3765
H 5.5056 -0.4183 -1.3554
H 5.2315 -0.6381 0.3696
H 1.2719 -2.0428 0.2963
H 2.8173 -2.1929 1.1554
H 2.5786 -3.0513 -0.3836
N -4.4266 -2.5524 0.0552
C -4.7198 -1.1497 0.4801
C -4.3149 -0.1741 -0.6279
O -4.4497 1.0355 -0.4524
O -3.8290 -0.7971 -1.6807
H -4.8082 -2.7554 -0.8819
H -4.8075 -3.2045 0.7540
H -3.3942 -2.7506 -0.0171
H -5.7897 -1.0497 0.6870
H -4.1726 -0.9116 1.3991
*
```

The energy above the lowest of the compared OMol25 structures with the same formula, charge and spin comes out at 0.00 kcal/mol. The frontier orbital gap comes out at 4.1 eV. As for the LUMO energy: 1.987 eV.

***

Computed, not measured: C49H48IN3OsP3 as an isolated structure, with ωB97M-V with the def2-TZVPD basis set.

Geometry as ORCA input:
```
! wB97M-V def2-TZVPD RIJCOSX def2/J DEFGRID3
* xyz 3 1
Os -0.2100 0.5840 0.1164
I -2.5825 1.1920 1.4165
C -2.1565 1.8079 3.3499
C -2.9979 1.3409 4.3181
C -2.9084 1.8559 5.6268
C -2.0046 2.8375 5.8910
C -1.1258 3.3275 4.8899
C -0.2416 4.3823 5.2057
C 0.6048 4.8883 4.2647
C 0.6397 4.3055 2.9912
C -0.2038 3.2738 2.6170
P 0.3413 2.6541 0.9805
C 0.0229 4.0016 -0.1861
C -0.8997 4.9925 0.1588
C -1.2085 6.0037 -0.7411
C -0.6042 6.0366 -1.9908
C 0.3024 5.0444 -2.3460
C 0.6042 4.0297 -1.4535
C 2.1034 2.4418 1.3115
C 2.4420 1.6952 2.4464
C 3.7598 1.6166 2.8652
C 4.7476 2.2990 2.1681
C 4.4179 3.0607 1.0520
C 3.1037 3.1345 0.6210
C -1.1506 2.7860 3.5710
H -3.7490 0.5954 4.0886
H -3.5736 1.4851 6.3946
H -1.9466 3.2759 6.8798
H -0.2571 4.7890 6.2098
H 1.2748 5.7047 4.4964
H 1.3848 4.6760 2.2967
H -1.3702 4.9952 1.1331
H -1.9083 6.7784 -0.4541
H -0.8303 6.8370 -2.6842
H 0.7788 5.0663 -3.3185
H 1.2879 3.2501 -1.7576
H 1.6653 1.2187 3.0342
H 4.0151 1.0528 3.7536
H 5.7737 2.2592 2.5103
H 5.1846 3.6221 0.5335
H 2.8597 3.7825 -0.2078
C 3.1689 0.4900 -1.2476
P 1.4806 -0.1276 -1.4718
C 1.7037 -1.9090 -1.0593
N 2.4138 -2.6099 -1.9174
C 2.7072 -3.8894 -1.6051
C 3.4566 -4.6812 -2.5113
C 3.7592 -5.9634 -2.1721
C 3.3448 -6.5143 -0.9250
C 2.6319 -5.7756 -0.0326
C 2.2915 -4.4402 -0.3639
N 1.5968 -3.6903 0.5163
C 1.2871 -2.4574 0.1733
P 0.4821 -1.4516 1.4758
C 1.8076 -1.4506 2.7145
C -0.9039 -2.4254 2.2432
C -0.4796 -3.8115 2.7504
C -1.3774 -1.6404 3.4758
C -1.9900 -2.6183 1.1785
C 1.1257 -0.0156 -3.3027
C 0.9629 1.4546 -3.7074
C -0.1228 -0.8506 -3.6067
C 2.2969 -0.5550 -4.1424
H 3.8399 -0.1932 -1.7709
H 3.4204 0.5016 -0.1904
H 3.2959 1.4899 -1.6620
H 3.7700 -4.2455 -3.4507
H 4.3294 -6.5818 -2.8526
H 3.6070 -7.5380 -0.6924
H 2.3126 -6.1726 0.9218
H 2.0633 -2.5016 2.8512
H 1.4768 -1.0206 3.6579
H 2.6780 -0.9077 2.3538
H 0.2524 -3.7482 3.5563
H -0.0825 -4.4458 1.9673
H -1.3718 -4.2890 3.1637
H -0.6511 -1.7212 4.2855
H -2.3084 -2.0845 3.8365
H -1.5583 -0.5853 3.2990
H -1.6665 -3.3454 0.4310
H -2.2625 -1.6988 0.6571
H -2.8972 -3.0056 1.6468
H 0.2334 2.0069 -3.1256
H 0.6477 1.4812 -4.7544
H 1.9176 1.9826 -3.6559
H -1.0084 -0.5137 -3.0675
H 0.0414 -1.9049 -3.3772
H -0.3291 -0.7885 -4.6784
H 3.2120 0.0168 -3.9817
H 2.0154 -0.4225 -5.1902
H 2.5014 -1.6019 -3.9650
N -6.5902 4.3914 -6.4163
C -5.8445 3.9412 -5.6624
C -4.9123 3.3883 -4.7317
C -4.6844 4.0622 -3.5122
C -3.7947 3.5383 -2.6211
C -3.1012 2.3261 -2.9332
C -3.3490 1.6633 -4.1763
C -4.2476 2.1862 -5.0591
C -2.1978 1.8097 -2.0362
C -1.3273 1.3524 -1.2595
H -5.2236 4.9757 -3.3012
H -3.5988 4.0235 -1.6741
H -2.8227 0.7444 -4.3972
H -4.4598 1.7019 -6.0028
*
```

The frontier orbital gap (spin up / spin down) comes out at 4.6 / 4.5 eV. As for the LUMO energy (spin up / spin down): -11.122 / -11.236 eV.

***

Computed, not measured: C28H20BrClIN5O7SSr as an isolated structure, with ωB97M-V with the def2-TZVPD basis set.

Geometry as ORCA input:
```
! wB97M-V def2-TZVPD RIJCOSX def2/J DEFGRID3
* xyz -2 1
Sr 0.5020 0.1348 1.1464
C -0.7292 -4.0201 -1.2162
C -0.6537 -2.7717 -0.3856
N 0.1322 -1.7960 -0.6271
N 0.9860 -1.8596 -1.7028
C 1.7612 -0.7757 -1.7666
O 1.7925 0.2447 -1.0446
C 2.7469 -0.8167 -2.9194
C 3.5842 0.2769 -3.1108
C 4.5012 0.2899 -4.1525
C 4.5935 -0.7913 -5.0174
C 3.7595 -1.8875 -4.8317
C 2.8432 -1.8994 -3.7908
C -1.5512 -2.6754 0.8285
C -2.4164 -3.7240 1.1393
C -3.1873 -3.6434 2.2888
C -3.0742 -2.5365 3.1070
C -2.2025 -1.5254 2.7218
N -1.4999 -1.5865 1.6024
H -0.0189 -3.9422 -2.0347
H -1.7337 -4.1675 -1.6240
H -0.4896 -4.9040 -0.6193
H 3.4935 1.1096 -2.4257
H 5.1473 1.1499 -4.2876
H 5.3113 -0.7811 -5.8298
H 3.8238 -2.7395 -5.4993
H 2.1890 -2.7448 -3.6288
H -2.4709 -4.5961 0.5046
H -3.8582 -4.4542 2.5484
H -3.6278 -2.4481 4.0316
H -2.0310 -0.6487 3.3366
O 0.8393 -2.1232 4.2719
S 1.5287 -0.9448 3.7445
O 2.6354 -0.4830 4.5908
O 2.0378 -1.2234 2.3460
O 0.5368 0.1858 3.5571
O 4.2244 5.7737 2.8311
C 3.5409 4.6693 2.4086
C 3.5381 3.4791 3.1264
C 2.8126 2.4120 2.6302
N 2.1161 2.4738 1.4883
C 2.1455 3.6074 0.8322
Br 1.1683 3.6984 -0.8016
C 2.8308 4.7498 1.2242
H 4.6406 5.5608 3.6686
H 4.0737 3.3623 4.0607
H 2.7893 1.4778 3.1885
H 2.8052 5.6552 0.6384
Cl -6.8853 1.3589 -0.5546
C -5.1925 1.5514 -0.1237
C -4.8534 2.3184 0.9523
C -3.5176 2.4947 1.3414
I -3.0867 3.6609 2.9965
C -2.4499 1.8811 0.6598
O -1.2372 1.9738 0.9601
C -2.8437 1.0842 -0.5212
N -1.8177 0.5312 -1.2062
C -2.0839 -0.2085 -2.2523
C -3.3939 -0.4550 -2.7066
C -4.4452 0.1031 -2.0325
C -4.1919 0.9082 -0.9014
H -5.6351 2.8003 1.5261
H -1.2321 -0.6542 -2.7595
H -3.5544 -1.0822 -3.5748
H -5.4657 -0.0674 -2.3498
*
```

The energy above the lowest of the compared OMol25 structures with the same formula, charge and spin comes out at 8.78 kcal/mol. The frontier orbital gap comes out at 6.2 eV. As for the LUMO energy: 3.890 eV.

***

Computed, not measured: the molecule C4H5NOS, with ωB97M-V with the def2-TZVPD basis set.

Geometry as ORCA input:
```
! wB97M-V def2-TZVPD RIJCOSX def2/J DEFGRID3
* xyz 0 1
S -0.1984 0.5304 -2.9572
N 0.2617 1.1791 -1.4388
C 0.3063 0.5542 -0.3684
C -0.2044 -0.8769 -0.0277
C 0.0172 -0.9250 1.4687
C 0.2584 0.3085 1.8769
O 0.5013 1.2648 0.8653
H 0.2622 1.7795 -3.4825
H 0.2351 -1.6834 -0.7041
H -1.2536 -1.0697 -0.2051
H -0.4871 -1.8125 2.0558
H 0.3012 0.7510 2.9171
*
```

The energy above the lowest of the compared OMol25 structures with the same formula, charge and spin comes out at 55.02 kcal/mol. The frontier orbital gap comes out at 9.5 eV. As for the LUMO energy: 0.828 eV. The SMILES is S/N=C1\CC=CO1.

***

Computed, not measured: a 2-piece molecular cluster, C2H7NOS2 overall, with ωB97M-V with the def2-TZVPD basis set.

Geometry as ORCA input:
```
! wB97M-V def2-TZVPD RIJCOSX def2/J DEFGRID3
* xyz 0 1
N 1.4460 0.5523 0.7477
C 1.0405 1.8133 0.3527
O 1.1370 2.2526 -0.7614
H 2.0135 -0.0117 0.1280
H 1.6663 0.5049 1.7304
H 0.6351 2.3704 1.2142
C -1.3920 -1.4271 0.3294
S -2.0343 -1.6393 -1.3611
S -0.7572 -0.5899 -2.5403
H -1.9314 -2.0531 1.0399
H -1.4178 -0.4086 0.7669
H -0.3457 -1.7442 0.2848
H -0.0599 0.3804 -1.9314
*
```

The energy above the lowest of the compared OMol25 structures with the same formula, charge and spin comes out at 18.48 kcal/mol. The frontier orbital gap comes out at 8.6 eV. As for the LUMO energy: 0.592 eV. The SMILES is NC=O.CSS.

***

Computed, not measured: C8H18ClIO3PPdS as an isolated structure, with ωB97M-V with the def2-TZVPD basis set.

Geometry as ORCA input:
```
! wB97M-V def2-TZVPD RIJCOSX def2/J DEFGRID3
* xyz 3 5
C -3.7219 2.0613 -4.0726
C -3.4540 1.0464 -3.0018
H -4.5020 1.6934 -4.7492
H -2.7907 2.2394 -4.6343
H -4.0360 3.0182 -3.6309
O -3.6438 -0.1425 -2.9748
I -2.6087 2.0208 -1.2465
Pd -1.1319 -0.0911 -0.5925
P 0.7358 -1.0888 -1.3041
C 1.0188 -2.7954 -0.7440
C 0.8789 -1.0394 -3.1144
H 1.9089 0.8463 -0.4569
H 3.0121 -0.2665 -1.3682
H 2.4880 -0.6621 0.3104
C 2.1876 -0.2009 -0.6416
H 0.7943 0.0079 -3.4473
H 1.8429 -1.4556 -3.4447
H 1.8078 -3.2734 -1.3382
H 0.0900 -3.3671 -0.8415
H 0.0534 -1.6239 -3.5537
H 1.3240 -2.7755 0.3108
C -1.4979 -1.0336 1.0825
O -1.6039 -1.4497 2.1454
Cl -0.3925 1.8483 0.7882
C 2.1563 -0.0697 4.5628
S 1.4030 0.6006 3.0674
C -0.1421 1.1189 3.8157
O 2.2246 1.7921 2.6895
H 1.3984 -0.6841 5.0644
H 2.4730 0.7731 5.1887
H 3.0145 -0.6888 4.2666
H 0.0584 2.0525 4.3537
H -0.8803 1.2628 3.0142
H -0.4650 0.3263 4.4968
*
```

The energy above the lowest of the compared OMol25 structures with the same formula, charge and spin comes out at 0.00 kcal/mol. The frontier orbital gap (spin up / spin down) comes out at 8.9 / 5.4 eV. As for the LUMO energy (spin up / spin down): -10.365 / -14.874 eV.

***

Computed, not measured: a 7-piece molecular cluster, H14O7 overall, with ωB97M-V with the def2-TZVPD basis set.

Geometry as ORCA input:
```
! wB97M-V def2-TZVPD RIJCOSX def2/J DEFGRID3
* xyz 0 1
O 0.8334 -1.2420 -0.3964
H 0.2629 -0.4687 -0.4704
H 1.0194 -1.4846 -1.3104
O -1.9828 1.0964 -1.3104
H -1.9218 1.7963 -1.9702
H -1.3940 1.3872 -0.6049
O 4.3008 -1.9574 0.6657
H 4.1720 -1.0611 0.3353
H 4.5300 -2.4663 -0.1201
O 2.2233 -0.0374 -1.3388
H 1.7332 0.5265 -1.9477
H 1.9786 0.2912 -0.4664
O -4.8035 -1.3985 -0.4995
H -3.8881 -1.6540 -0.6600
H -4.7443 -0.4785 -0.2182
O -2.3179 -0.3332 2.1499
H -1.5271 -0.8379 2.3708
H -3.0281 -0.7983 2.6062
O 1.4224 2.9261 0.6957
H 0.8429 3.2938 1.3724
H 2.2887 2.9005 1.1174
*
```

The energy above the lowest of the compared OMol25 structures with the same formula, charge and spin comes out at 77.60 kcal/mol. The frontier orbital gap comes out at 9.6 eV. As for the LUMO energy: 0.025 eV. The SMILES is O.O.O.O.O.O.O.